[1]
Below is the molecule C3H5NO at a distorted geometry, with properties calculated with the ωB97M-V functional and the def2-TZVPD basis.

ORCA input file:
```
! wB97M-V def2-TZVPD RIJCOSX def2/J DEFGRID3
* xyz 0 1
O -1.26 -1.25 -0.19
N -1.15 0.85 -1.15
C 0.69 0.03 0.12
C -0.67 -0.17 -0.32
C 1.33 -0.88 0.88
H 2.33 -0.85 1.27
H 0.63 -1.60 1.30
H -2.36 1.11 -0.94
H 1.35 0.84 -0.33
H -0.88 1.93 -0.63
*
```

Results
Relative energy (zero: lowest compared OMol25 entry of this formula, charge and spin) = 51.11 kcal/mol
Total energy = -247.2258 Ha
SMILES = C=CC(N)=O
Max |F| = 8.515 eV Å⁻¹

[2]
Below is a structure of composition C72H66N9O5PSSiTi at a distorted geometry, with properties calculated with the ωB97M-V functional and the def2-TZVPD basis.

ORCA input file:
```
! wB97M-V def2-TZVPD RIJCOSX def2/J DEFGRID3
* xyz -2 1
Ti -1.21 -0.18 -0.17
S -1.46 8.05 -1.21
P 1.94 -1.21 1.30
Si 0.00 2.93 1.32
O -2.89 0.49 -0.04
O -0.12 8.05 -0.63
O -1.56 8.79 -2.47
O -0.52 -0.47 -1.89
O -2.52 8.39 -0.25
N 0.04 -2.68 -0.09
N 3.59 1.01 0.63
N -2.39 2.38 -2.90
N 0.35 -1.29 3.47
N -2.50 -1.65 -1.13
N 2.31 0.35 -1.03
N 2.09 -3.08 -0.80
N -0.83 -0.44 1.78
N -2.09 -2.07 -2.36
C -3.49 -2.15 -0.50
C 3.19 -7.23 -1.82
C -3.83 0.67 2.09
C -3.11 4.35 -1.67
C 1.24 4.26 0.76
C -4.58 -2.36 1.68
C -1.05 4.41 -2.91
C -1.76 6.34 -1.67
C -1.01 -1.40 -2.66
C 1.29 -2.25 -0.07
C 3.92 1.79 -0.44
C 3.98 2.98 -4.78
C 2.82 2.75 -5.50
C -0.85 5.72 -2.50
C -0.31 -1.74 -3.92
C 4.99 2.80 -0.38
C -3.85 2.11 4.75
C -5.16 -2.03 2.92
C 1.74 -1.95 -5.15
C 3.49 -2.87 -1.08
C 4.10 2.52 -3.48
C 1.29 -4.04 -1.37
C -2.98 -1.73 6.96
C -2.68 -5.92 -2.44
C -1.83 -5.09 0.06
C -1.62 -5.03 -2.33
C 1.88 1.63 -3.59
C -1.24 -1.12 5.38
C 2.01 -6.79 -3.86
C 0.32 -1.06 2.12
C -5.17 2.35 4.23
C 4.16 1.10 1.96
C -5.47 -0.80 3.40
C -3.53 -0.18 0.90
C 6.31 2.41 -0.12
C 1.07 -1.61 -3.99
C 0.93 2.12 2.80
C -0.34 -2.54 -6.19
C 1.52 -5.61 -3.32
C 2.60 0.16 0.23
C 1.84 -5.23 -2.02
C -0.49 1.85 -0.14
C 0.01 -3.77 -0.91
C -0.78 -1.25 7.76
C 1.36 -2.08 4.13
C -1.58 -0.28 2.95
C 3.11 1.37 -1.47
C -2.57 -1.50 5.66
C -1.47 3.86 2.05
C -1.02 -2.21 -5.03
C -2.18 3.71 -2.48
C -3.30 -6.42 -1.30
C 1.77 2.08 -4.90
C 5.75 5.08 -0.56
C -2.76 0.50 3.14
C -2.09 -1.60 8.02
C -0.84 -0.87 4.00
C -1.18 -4.62 -1.08
C -2.85 1.27 4.31
C 4.73 4.15 -0.62
C -2.88 -5.99 -0.05
C 7.05 4.68 -0.28
C -3.90 -1.53 0.75
C -0.36 -1.01 6.46
C 3.04 1.85 -2.86
C 2.71 -6.05 -1.29
C 7.33 3.34 -0.07
C 1.04 -2.42 -6.25
C -5.84 1.66 3.29
C -5.31 0.45 2.58
C -2.90 5.67 -1.27
C 2.84 -7.61 -3.11
H -1.20 4.34 2.99
H -1.53 1.92 -3.18
H -1.37 2.38 -0.52
H 3.72 4.47 -0.85
H -3.37 -6.36 0.84
H 2.14 3.81 0.33
H 4.13 -3.51 -0.47
H -4.00 3.82 -1.36
H 2.82 -1.85 -5.19
H 1.54 1.27 2.49
H 3.73 0.32 2.58
H -1.17 -4.62 -3.22
H 1.74 -7.07 -4.87
H 3.74 -1.83 -0.88
H -3.02 -6.23 -3.42
H 0.90 -4.96 -3.92
H 0.28 1.98 -0.91
H 3.70 -3.08 -2.13
H 0.23 1.77 3.56
H -5.70 3.17 4.69
H 1.55 4.89 1.61
H -2.10 -2.29 -4.95
H -2.32 3.22 2.24
H 5.24 0.96 1.93
H 2.73 3.11 -6.52
H -4.01 -2.00 7.14
H -1.51 -4.73 1.03
H 1.57 -2.67 -7.16
H -0.89 -2.89 -7.05
H -4.61 -3.41 1.41
H 3.20 -8.54 -3.52
H 0.85 1.89 -5.46
H -4.11 -7.13 -1.39
H -5.90 0.32 1.66
H 1.60 -1.24 -3.12
H -1.78 4.65 1.36
H 5.53 6.13 -0.73
H -4.06 -3.00 -0.91
H 1.59 2.85 3.27
H 5.02 2.69 -2.94
H 2.25 -1.48 4.35
H -5.41 -2.88 3.55
H 1.06 1.12 -3.11
H -3.60 2.71 5.62
H 0.79 4.93 0.02
H 0.66 -0.68 6.29
H 0.03 6.27 -2.81
H 3.94 2.07 2.41
H -6.84 1.99 3.01
H 1.66 -2.90 3.48
H -0.34 3.93 -3.57
H -0.08 -1.15 8.58
H -1.97 1.27 4.94
H 2.96 -5.77 -0.27
H 3.84 -7.87 -1.23
H 7.85 5.41 -0.23
H -5.87 -0.68 4.39
H -3.80 1.70 1.73
H -3.26 -1.59 4.84
H -3.60 6.19 -0.63
H -2.43 -1.77 9.04
H 6.53 1.35 0.02
H -2.89 1.81 -2.23
H 4.81 3.51 -5.24
H 0.97 -2.49 5.05
H 8.34 3.02 0.14
*
```

Results
Relative energy (zero: lowest compared OMol25 entry of this formula, charge and spin) = 18.69 kcal/mol
Total energy = -5530.9116 Ha
Max |F| = 3.044 eV Å⁻¹